Run P
{
  "formula": "C6H25NO6",
  "method": "the ωB97M-V functional and the def2-TZVPD basis",
  "species": ["O", "O", "O", "O", "O", "O", "N", "C", "C", "C", "C", "C", "C", "H", "H", "H", "H", "H", "H", "H", "H", "H", "H", "H", "H", "H", "H", "H", "H", "H", "H", "H", "H", "H", "H", "H", "H", "H"],
  "xyz": [[-1.76693, -0.23115, -0.08235], [1.21974, 4.05100, 0.52420], [-2.04115, 0.00295, -2.99776], [-2.08987, 2.87265, 1.65995], [0.03447, 1.49127, -0.28255], [0.09700, 1.30667, -3.44420], [1.23582, -1.28764, 0.62898], [0.11493, -1.96308, -0.15343], [-0.00403, -3.51840, -0.16793], [1.26569, -0.29930, 2.96995], [-1.23819, -1.38094, 0.42670], [1.19161, -1.64281, 2.13674], [2.50976, -1.36667, -0.06821], [1.23892, -0.23312, 3.98737], [2.11366, 0.27973, 2.84237], [-0.57655, -3.98205, 0.66670], [3.27588, -0.96469, 0.62818], [-2.47314, 0.66579, -3.58651], [2.82977, -2.41565, -0.40835], [0.40229, 0.29321, 2.62879], [0.10972, 2.23952, -3.57514], [1.82096, 4.51265, -0.07509], [2.54334, -0.76421, -1.02676], [0.46127, 0.71647, 0.07252], [-0.26674, 1.08119, -2.59969], [0.23036, -1.58252, -1.27556], [-1.23197, 2.79431, 1.87556], [-1.11324, -0.98431, 1.54456], [-0.82687, 1.15725, -0.32716], [0.93394, 3.26665, 0.00029], [-2.16195, 3.28765, 0.94023], [-1.95590, -2.24195, 0.45550], [0.12434, -2.10768, 2.43368], [-0.31982, -3.85799, -1.14764], [-2.13277, -0.41558, -1.06339], [-1.31527, -0.29741, -3.40165], [0.95424, -3.96231, -0.13083], [2.02018, -2.39135, 2.25798]],
  "mulliken_charge": [-0.55, -0.61, -0.62, -0.55, -0.64, -0.66, 0.43, 0.59, -1.64, -1.04, -0.80, -0.76, -1.07, 0.48, 0.37, 0.35, 0.38, 0.30, 0.28, 0.09, 0.27, 0.29, 0.23, 0.28, 0.43, 0.18, 0.29, 0.08, 0.48, 0.33, 0.24, 0.36, 0.31, 0.44, 0.32, 0.30, 0.42, 0.44],
  "homo_lumo_gap_ev": 9.185,
  "smiles": "CCN(C)[C@@H](C)CO.O.O.O.O.O",
  "total_charge": 0
}



Run Q
{
  "formula": "C6H25NO6",
  "method": "the ωB97M-V functional and the def2-TZVPD basis",
  "species": ["O", "O", "O", "O", "O", "O", "N", "C", "C", "C", "C", "C", "C", "H", "H", "H", "H", "H", "H", "H", "H", "H", "H", "H", "H", "H", "H", "H", "H", "H", "H", "H", "H", "H", "H", "H", "H", "H"],
  "xyz": [[0.77868, -1.52539, 2.35160], [-0.56396, -3.23256, 0.34118], [0.58068, 3.30432, 0.35480], [-2.79151, -0.92567, -1.00336], [-1.11050, 2.43857, 2.67048], [-1.71121, -0.26835, 2.31581], [1.97977, -1.19386, -0.11448], [-2.72362, 0.45212, -1.21523], [1.03133, 0.78783, -1.40094], [1.79234, 0.27453, -0.15522], [2.70029, -1.93369, -1.34458], [-1.39334, 1.08116, -0.76919], [-0.37458, 0.18414, -1.50318], [1.61780, 0.45105, -2.26855], [-2.01365, -1.43994, -0.80472], [-1.27980, 1.04175, 0.31981], [3.32296, -1.29476, -1.90671], [0.91137, 2.35615, 0.33581], [3.32048, -2.71154, -0.91818], [-2.95817, 0.49034, -2.28025], [1.94172, -2.35198, -2.03796], [-0.71905, 0.12154, -2.54995], [2.73896, 0.81837, 0.07167], [1.15240, 0.41769, 0.73250], [-1.12579, 2.06342, -1.10097], [-0.39999, 3.01565, 2.58567], [-1.44219, 0.69671, 2.35693], [-3.48475, 0.94488, -0.42089], [1.53382, -1.57274, 1.91800], [-0.00366, -4.00534, 0.51743], [-1.04198, -3.37527, 1.21601], [1.14073, 1.89770, -1.43480], [-1.88349, 2.88766, 2.31430], [-1.82524, -0.59292, 1.44031], [1.30714, 3.92073, -0.01375], [0.20929, -0.61148, 2.55230], [-0.33513, -0.90194, -1.14458], [1.12188, -1.70889, -0.00716]],
  "mulliken_charge": [-0.63, -0.59, -0.67, -0.52, -0.65, -0.70, -0.35, -0.48, -0.97, -0.57, -0.99, -0.08, -0.55, 0.35, 0.33, -0.26, 0.39, 0.29, 0.36, 0.40, 0.26, 0.35, 0.22, 0.12, 0.52, 0.25, 0.39, 0.19, 0.33, 0.27, 0.32, 0.71, 0.31, 0.36, 0.31, 0.34, 0.30, 0.34],
  "homo_lumo_gap_ev": 9.239,
  "smiles": "CNCCCCCO.O.O.O.O.O",
  "total_charge": 0
}



Which is the most stable structure? run Q is the most stable.



Run P
{
  "formula": "C4H12NO2P",
  "method": "the ωB97M-V functional and the def2-TZVPD basis",
  "species": ["P", "O", "O", "N", "C", "C", "C", "C", "H", "H", "H", "H", "H", "H", "H", "H", "H", "H", "H", "H"],
  "xyz": [[-0.19606, 0.04359, -0.10046], [-0.45241, -1.11804, 0.96144], [1.38317, 0.20563, -0.09457], [-0.97158, 1.50356, 0.49824], [-1.08568, 2.62067, -0.55853], [-0.76290, -0.85922, 2.33632], [-0.56750, -0.86945, -1.59391], [2.33663, -0.89745, -0.30549], [-0.94682, -1.91058, 2.62636], [-0.43533, 2.18368, -1.36848], [-0.65665, 3.51803, -0.13041], [0.34307, -0.84432, -2.10676], [0.18077, -0.34256, 2.83127], [-1.63003, -0.23058, 2.35198], [3.22225, -0.95587, 0.44111], [-1.16678, -0.11625, -2.14421], [-1.14951, -1.78460, -1.38189], [-2.17621, 2.68196, -0.85636], [1.88177, -1.85803, -0.08571], [2.84983, -0.97017, -1.31993]],
  "mulliken_charge": [0.77, -0.32, -0.34, -0.53, -0.66, -0.68, -0.96, -0.72, 0.22, 0.19, 0.27, 0.43, 0.25, 0.35, 0.27, 0.32, 0.30, 0.22, 0.32, 0.30],
  "homo_lumo_gap_ev": 8.478,
  "smiles": "CN=P(C)(OC)OC",
  "total_charge": 0
}



Run Q
{
  "formula": "C4H12NO2P",
  "method": "the ωB97M-V functional and the def2-TZVPD basis",
  "species": ["P", "O", "O", "N", "C", "C", "C", "C", "H", "H", "H", "H", "H", "H", "H", "H", "H", "H", "H", "H"],
  "xyz": [[0.00540, -1.41202, -2.19609], [1.60231, -1.59021, -1.80004], [0.12747, -0.97254, -3.84192], [-1.29219, 1.08983, -2.27013], [-0.54263, 0.29960, 0.16640], [0.15768, -0.75047, 2.16008], [0.50021, -0.57945, 0.68724], [-0.24163, 0.33314, -1.48553], [-0.21071, 0.13785, 2.53218], [-1.43112, 1.21142, -3.28299], [-1.62070, -0.14324, 0.30093], [-2.26889, 1.06342, -1.91256], [-0.56793, -1.55480, 2.20142], [0.70962, 0.81488, -1.68133], [2.18084, -1.71564, -2.55874], [0.43872, -1.59225, 0.28884], [-0.38095, -1.49388, -4.40960], [1.53411, -0.31793, 0.43067], [0.95495, -1.06950, 2.85799], [-0.61642, 1.34297, 0.55022]],
  "mulliken_charge": [0.06, -0.45, -0.49, -0.58, -0.51, -1.43, -0.29, 0.03, 0.38, 0.21, 0.32, 0.19, 0.34, 0.27, 0.30, 0.26, 0.33, 0.40, 0.35, 0.31],
  "homo_lumo_gap_ev": 8.919,
  "smiles": "CCC[C@H](N)P(O)O",
  "total_charge": 0
}



Which is the most stable structure? run Q is the most stable.



Run P
{
  "formula": "C9H14S",
  "method": "the ωB97M-V functional and the def2-TZVPD basis",
  "species": ["S", "C", "C", "C", "C", "C", "C", "C", "C", "C", "H", "H", "H", "H", "H", "H", "H", "H", "H", "H", "H", "H", "H", "H"],
  "xyz": [[-3.05338, -3.06762, 1.02387], [-2.93217, -0.24350, 1.05922], [2.99145, -0.94214, -0.47966], [0.40319, 2.46350, -0.16281], [2.33779, -0.58664, 0.65361], [1.44896, 0.41358, 0.73345], [1.18078, 1.22232, -0.44187], [1.95438, 0.87460, -1.62928], [-3.14083, -1.34879, 0.13243], [2.74231, -0.32524, -1.73540], [-2.23910, -1.22641, -0.59426], [0.38795, 3.06194, -1.08957], [-1.90422, -0.12480, 1.31028], [0.83879, 3.13239, 0.60902], [-4.19871, -1.43861, -0.30680], [3.89864, -1.60704, -0.20456], [2.73323, -1.16038, 1.46095], [-2.21057, -3.50997, 0.08305], [-0.67332, 2.11479, 0.13999], [2.01799, 1.68136, -2.21237], [2.95753, -0.66950, -2.65736], [-3.04684, 0.74997, 0.61358], [1.01322, 0.67158, 1.74509], [-3.50708, -0.13540, 1.94940]],
  "mulliken_charge": [-0.24, -1.09, -0.24, -1.02, -0.39, -0.28, 0.71, -0.58, -0.38, -0.71, 0.29, 0.36, 0.27, 0.29, 0.28, 0.21, 0.34, 0.13, 0.11, 0.42, 0.51, 0.31, 0.29, 0.43],
  "homo_lumo_gap_ev": 9.643,
  "smiles": "Cc1ccccc1.CCS",
  "total_charge": 0
}



Run Q
{
  "formula": "C9H14S",
  "method": "the ωB97M-V functional and the def2-TZVPD basis",
  "species": ["S", "C", "C", "C", "C", "C", "C", "C", "C", "C", "H", "H", "H", "H", "H", "H", "H", "H", "H", "H", "H", "H", "H", "H"],
  "xyz": [[0.31321, 0.64201, -1.82652], [1.05782, 3.34120, -1.06916], [-1.58287, -2.64001, -0.54036], [1.04332, -0.97705, 1.69172], [0.46015, -1.82637, 0.79971], [-1.11249, 0.06950, 2.07536], [1.46349, 2.02533, -1.70721], [-0.90842, -1.70257, 0.42394], [-1.66058, -0.73491, 1.04571], [0.24281, 0.00643, 2.30830], [-0.18756, 0.54222, -0.60990], [2.52215, 1.80067, -1.61572], [1.62649, 4.13741, -1.56870], [-1.18062, -2.63151, -1.55787], [1.60867, 3.45236, -0.12032], [0.72428, 0.63456, 3.05534], [-2.66262, -0.39487, 0.79618], [1.32848, 2.23701, -2.79141], [-2.64349, -2.41373, -0.56609], [1.13584, -2.22503, 0.03766], [0.01134, 3.58903, -0.94848], [2.09908, -0.94650, 1.92698], [-1.40632, -3.65472, -0.17846], [-1.72207, 0.81247, 2.56899]],
  "mulliken_charge": [-0.16, -1.02, -1.39, -0.57, -0.16, -0.61, -0.37, 0.86, -0.24, -0.36, -0.02, 0.37, 0.33, 0.27, 0.28, 0.36, 0.21, 0.23, 0.36, 0.22, 0.34, 0.37, 0.34, 0.34],
  "homo_lumo_gap_ev": 9.588,
  "smiles": "Cc1ccccc1.CCS",
  "total_charge": 0
}



Which is the most stable structure? run Q is the most stable.



Run P
{
  "formula": "C2H4ClI",
  "method": "the ωB97M-V functional and the def2-TZVPD basis",
  "species": ["I", "Cl", "C", "C", "H", "H", "H", "H"],
  "xyz": [[2.47881, -0.71805, 0.04138], [0.74397, 2.04330, 0.07293], [-0.99230, -0.43532, 0.39020], [0.75616, 0.38914, -0.45934], [-1.76830, 0.21799, 0.04709], [0.54223, 0.32717, -1.51837], [-0.99839, -1.43488, -0.01440], [-0.76218, -0.38937, 1.44050]],
  "mulliken_charge": [0.11, -0.13, -0.88, -0.47, 0.35, 0.38, 0.32, 0.32],
  "homo_lumo_gap_ev": 9.431,
  "total_charge": 0
}



Run Q
{
  "formula": "C2H4ClI",
  "method": "the ωB97M-V functional and the def2-TZVPD basis",
  "species": ["I", "Cl", "C", "C", "H", "H", "H", "H"],
  "xyz": [[-2.61830, 0.76498, 0.03135], [-1.02258, -2.04203, 0.03455], [-0.98419, -0.37089, -0.42486], [1.26477, 0.42565, 0.46175], [1.29455, 0.93924, -0.49667], [-0.41869, -0.07239, -1.32851], [1.19316, 0.99793, 1.31104], [1.29128, -0.64250, 0.41136]],
  "mulliken_charge": [0.15, -0.12, -0.50, -0.86, 0.27, 0.41, 0.31, 0.34],
  "homo_lumo_gap_ev": [8.330, 8.313],
  "total_charge": 0
}



Which is the most stable structure? run P is the most stable.



Run P
{
  "formula": "C2H4ClNS",
  "method": "the ωB97M-V functional and the def2-TZVPD basis",
  "species": ["Cl", "S", "N", "C", "C", "H", "H", "H", "H"],
  "xyz": [[-2.44052, -0.03466, -0.10196], [2.38218, -0.32624, -0.11839], [1.05395, 0.96634, -0.06048], [-0.13756, 0.62201, 0.13117], [-0.71606, -0.65576, 0.24223], [-0.57676, -1.11187, 1.09578], [-0.43392, -1.55321, -0.37318], [-1.20367, 1.35023, 0.28157], [3.33241, 0.56210, 0.80617]],
  "mulliken_charge": [-0.25, -0.23, -0.47, 0.12, -0.44, 0.42, 0.36, 0.29, 0.20],
  "homo_lumo_gap_ev": 9.544,
  "smiles": "S/N=C\\CCl",
  "total_charge": 0
}



Run Q
{
  "formula": "C2H4ClNS",
  "method": "the ωB97M-V functional and the def2-TZVPD basis",
  "species": ["Cl", "S", "N", "C", "C", "H", "H", "H", "H"],
  "xyz": [[-2.41635, -0.25193, -0.07740], [2.02547, -0.60680, 0.01335], [1.34622, 1.04327, 0.10269], [-0.62634, -0.16545, 0.18222], [0.04421, 1.13538, 0.01226], [-0.35317, -0.48464, 1.20007], [-0.42286, 2.23519, -0.37816], [0.12710, -0.71204, -0.55387], [3.38865, -0.16935, -1.05171]],
  "mulliken_charge": [-0.20, -0.24, -0.36, -0.37, 0.11, 0.32, 0.27, 0.28, 0.18],
  "homo_lumo_gap_ev": 9.133,
  "total_charge": 0
}



Which is the most stable structure? run Q is the most stable.



Run P
{
  "formula": "C3H6N4O",
  "method": "the ωB97M-V functional and the def2-TZVPD basis",
  "species": ["O", "N", "N", "N", "N", "C", "C", "C", "H", "H", "H", "H", "H", "H"],
  "xyz": [[0.14412, -2.34099, 0.13673], [-1.57351, 0.56588, -0.65535], [1.50489, 0.46863, 0.78607], [1.82191, 1.69839, -0.06824], [-0.60231, 1.14266, -0.06360], [-1.49986, -0.72049, -0.66804], [-0.42127, -1.09796, 0.08269], [0.11681, 0.15849, 0.45860], [2.63801, 1.30167, -0.53574], [1.00456, 2.04376, -0.59293], [0.98491, -2.51367, 0.74095], [-2.43913, 1.22947, -0.66117], [-2.18040, -1.22862, -1.11435], [1.60813, 0.72619, 1.83774]],
  "mulliken_charge": [-0.61, 0.17, -0.30, -0.47, -0.86, -0.94, 0.60, 0.27, 0.24, 0.32, 0.35, 0.30, 0.65, 0.28],
  "homo_lumo_gap_ev": 9.164,
  "smiles": "NNc1n[nH]cc1O",
  "total_charge": 0
}



Run Q
{
  "formula": "C3H6N4O",
  "method": "the ωB97M-V functional and the def2-TZVPD basis",
  "species": ["O", "N", "N", "N", "N", "C", "C", "C", "H", "H", "H", "H", "H", "H"],
  "xyz": [[0.21822, 1.96835, 1.84186], [0.65669, -0.98067, -1.69288], [1.30850, 0.09754, 1.58093], [-0.12072, -1.10334, -0.59936], [-0.29403, 1.38296, 0.73023], [0.31839, 0.25870, 0.64718], [1.13025, 1.15143, 2.28700], [-1.49798, -0.72225, -0.84883], [1.85884, 1.48998, 2.97239], [1.50727, -1.50616, -1.72863], [0.54917, -0.24076, -2.46961], [-1.62438, 0.25873, -1.42483], [-1.96756, -1.65275, -1.39057], [-2.04265, -0.40174, 0.09512]],
  "mulliken_charge": [-0.15, -0.42, -0.49, 0.01, -0.26, 0.34, 0.08, -0.77, 0.39, 0.19, 0.23, 0.30, 0.28, 0.27],
  "homo_lumo_gap_ev": 9.788,
  "total_charge": 0
}



Which is the most stable structure? run P is the most stable.